[1]
Computed, not measured: C25H25FIN5O2RuS as an isolated structure, with ωB97M-V/def2-TZVPD.

E_HOMO (alpha / beta), eV: -13.9 / -13.9
E_tot, eV: -62096.11208
Spin multiplicity: 1
Orbital gap (alpha / beta), eV: 5.84 / 6.39
Max |F|, Eh/bohr: 0.01814
Total charge: +2

Geometry as XYZ:
```
61
Properties=species:S:1:pos:R:3:forces:R:3:mulliken_charge:R:1
C -2.3098 -1.7439 -2.9246 0.118 -0.348 -0.055 0.15
C -0.8340 -0.9396 1.6399 0.024 -0.391 0.178 0.33
H 4.6978 0.5077 2.7588 0.004 0.026 -0.013 0.32
C -2.2307 -3.1389 -3.4643 -0.068 0.066 0.107 -0.50
H -0.9825 1.7208 2.0638 -0.158 -0.001 0.121 0.50
H 1.7350 -4.1368 -1.1240 -0.001 0.012 0.013 0.43
O 2.9533 0.6373 3.8220 -0.007 -0.047 0.018 -0.46
C 2.1405 1.2222 1.2404 0.119 -0.714 -0.210 -0.22
H -1.5048 -4.2153 -5.1888 0.001 -0.005 0.009 0.37
H 0.4348 -2.9084 -1.2938 -0.021 -0.028 -0.012 -0.08
N -3.2585 1.7973 -2.2890 -0.002 -0.109 0.057 -0.37
H -4.1322 -2.4305 0.2547 0.011 -0.018 0.002 0.54
C -1.6142 1.3463 1.2658 0.186 0.372 0.176 -1.28
H 1.0182 7.0970 1.1428 0.005 -0.002 -0.014 0.42
C -3.0590 -0.6268 0.6753 0.039 0.090 0.008 -0.77
H 1.9285 -2.7278 -2.1846 0.013 -0.013 -0.006 0.37
N -1.7581 0.0670 -1.7622 0.450 -0.585 -0.135 0.11
H -3.8634 0.0374 0.3833 0.023 0.024 -0.016 0.53
C 1.3505 5.2545 2.1890 0.001 -0.071 -0.026 -0.92
N 2.9279 -2.9396 0.7277 -0.164 0.795 0.093 -0.59
H -2.7448 2.4763 -1.7543 -0.003 0.023 -0.032 0.05
H -1.6872 -3.7282 -2.7246 0.024 -0.010 -0.035 0.16
C 1.0338 6.0180 1.0761 -0.010 -0.009 -0.035 -0.59
C -1.5343 -3.1906 -4.8243 0.035 0.023 -0.035 -1.12
F -2.3099 -4.1007 0.8796 0.028 0.128 0.022 -0.34
H -0.5107 -2.8241 -4.7478 -0.005 -0.001 -0.001 0.31
C 0.7222 5.4020 -0.1324 0.017 0.053 0.114 -0.62
C -1.8417 -0.0731 1.1845 -0.031 0.157 -0.018 0.33
C 2.0986 -2.3157 -0.1005 0.211 -0.264 0.112 0.70
C 1.0693 3.2440 0.9085 0.016 -0.356 0.069 -0.08
H -2.0584 -2.5889 -5.5679 -0.013 -0.004 0.009 0.35
N 1.1037 1.8090 0.7658 -0.206 0.528 0.137 0.53
C 3.4672 -2.2259 1.7315 0.127 -0.115 0.152 -0.97
C -0.9687 -2.3218 1.5295 0.179 0.317 0.050 -0.83
H 2.7751 0.2336 4.6771 -0.001 0.056 0.006 0.32
H 0.4736 5.9960 -1.0009 0.001 -0.004 -0.008 0.45
C 2.3857 -0.2138 1.1089 -0.267 0.457 -0.147 -0.40
S -3.4996 -0.6006 -3.4841 -0.059 -0.038 -0.084 -0.16
H 1.6039 3.2658 2.9802 0.021 0.010 -0.008 0.58
C -2.1425 -2.7954 1.0034 -0.286 -0.240 -0.145 0.43
C 3.2571 -0.8716 1.9680 0.254 -0.551 -0.012 0.80
C 1.5104 -3.0799 -1.2389 -0.057 0.037 -0.019 -0.85
C 3.9117 -0.1590 3.1211 -0.022 -0.006 0.032 -1.08
O 0.9275 -0.3989 -0.7632 -0.559 0.191 -0.064 -1.02
H 2.9073 1.8303 1.7103 -0.010 -0.039 0.062 0.89
H -3.2361 -3.5581 -3.5339 -0.012 0.016 -0.010 0.41
H 4.3905 -0.8826 3.7806 0.001 0.001 -0.015 0.49
Ru -0.4419 0.9460 -0.3619 0.125 -0.551 -0.742 0.87
I 0.2638 3.0228 -1.9592 -0.167 -0.134 0.124 0.25
C 0.7344 4.0226 -0.1843 0.055 0.270 -0.087 0.12
H 1.5799 5.7344 3.1302 -0.004 0.015 -0.005 0.44
H -2.4474 2.0050 1.0238 -0.036 -0.029 -0.089 0.49
N -1.4973 -1.2752 -2.0519 -0.157 0.608 0.186 -0.06
H -4.0033 2.1354 -2.8738 0.013 -0.004 -0.025 0.24
H 4.1126 -2.7842 2.4016 -0.008 -0.008 -0.011 0.38
C -2.7773 0.5447 -2.4329 -0.150 0.461 0.060 0.40
C 1.3711 3.8674 2.1087 -0.026 0.063 0.109 0.10
C -3.2169 -1.9706 0.6018 0.096 -0.109 0.024 -0.93
H -0.2104 -3.0102 1.8752 0.034 0.010 -0.022 0.61
C 1.7757 -0.9453 0.0772 0.166 -0.002 0.099 0.61
H 0.0140 -0.5187 2.1610 0.115 -0.008 -0.013 0.87
```
Forces are in eV/Å.


[2]
Computed, not measured: C25H25IN3O4STeW as an isolated structure, with ωB97M-V/def2-TZVPD.

E_HOMO (alpha / beta), eV: -10.7 / -10.6
E_tot, eV: -67039.25176
Spin multiplicity: 3
Orbital gap (alpha / beta), eV: 7.65 / 5.53
Max |F|, Eh/bohr: 0.01195
ΔE to the lowest compared entry with this formula, charge and spin, kJ/mol: 8.14
Total charge: +1

Geometry as XYZ:
```
61
Properties=species:S:1:pos:R:3:forces:R:3:mulliken_charge:R:1
C -1.3020 0.9421 -3.9311 -0.006 -0.047 0.062 -1.10
H 5.7153 1.4378 -1.2027 0.000 -0.001 0.000 0.41
H 0.2715 0.1748 2.7814 -0.072 -0.008 0.105 0.53
C 5.0468 3.4475 -2.8915 -0.012 -0.001 -0.011 -1.49
C -1.3236 0.8968 -2.5312 -0.019 -0.008 -0.038 -0.63
N -1.3380 -1.1229 -3.2139 0.001 0.021 0.012 -0.07
C -3.7880 0.7034 -0.5040 -0.017 -0.055 -0.048 -0.56
C -2.8489 -0.4977 1.4216 -0.041 -0.011 0.062 -0.56
N 0.8565 -1.3586 -0.7877 -0.113 -0.017 0.037 0.12
O 2.1237 -0.6952 1.3310 0.054 -0.037 -0.022 -0.73
C 4.6423 1.5544 -1.2897 -0.010 0.025 -0.021 -0.82
N -1.3372 -0.3586 -2.1132 -0.025 -0.008 0.064 0.56
H 4.5058 4.0328 -3.6324 0.003 0.003 0.001 0.36
O -0.9634 -3.0216 -1.0679 -0.060 0.083 0.052 -0.77
H -1.3416 1.7092 -1.8242 -0.017 0.002 -0.004 0.87
C -3.1633 -1.7591 0.8158 -0.065 0.044 -0.022 -0.92
O 0.0691 0.4109 0.4236 -0.010 -0.043 -0.058 -0.40
C -0.4212 -1.5486 6.1736 -0.001 0.027 -0.006 -0.60
H 2.3255 3.4570 -2.8550 -0.006 -0.001 -0.001 0.36
H -0.6040 -2.0314 7.1239 -0.001 -0.005 0.000 0.39
H -1.8387 2.5158 0.4842 0.004 -0.007 -0.007 0.26
H 2.1520 -2.6400 -1.8736 -0.008 -0.004 0.002 0.40
H -3.3356 -2.6479 1.4037 0.014 -0.014 -0.009 0.64
H 0.4011 1.4705 4.8731 -0.001 -0.001 -0.007 0.43
H -1.3584 -2.1292 -3.1145 -0.007 -0.005 -0.008 0.14
C 1.8904 1.8603 -1.5057 -0.044 0.011 -0.039 0.07
H -3.5507 -2.5852 -1.1350 0.009 -0.002 0.004 0.61
C 3.8092 0.7261 -0.5619 0.011 0.038 0.023 -0.72
H 1.8497 -3.1453 -0.1976 0.012 0.014 0.002 0.37
C 2.7413 2.6869 -2.2176 -0.012 0.005 0.004 -1.18
H -2.5002 -0.4548 2.4464 0.018 0.008 0.026 0.70
C 2.4315 0.8837 -0.6838 0.073 -0.044 0.094 -0.27
O 0.2813 -4.4058 -2.2975 0.040 -0.056 0.040 -0.60
Te -0.3805 -2.8387 2.0639 -0.043 0.039 -0.077 0.57
C -4.0605 -0.4589 -1.1088 0.021 0.072 0.022 -0.49
C -0.1064 -0.1975 6.1253 0.002 -0.008 0.000 -0.46
H 0.8198 1.9811 -1.5776 0.037 -0.001 -0.002 0.35
H -4.7191 -0.5275 -1.9648 0.005 -0.009 -0.005 0.46
H -3.2669 2.5894 1.5055 0.007 0.010 -0.003 0.45
C -2.9255 0.6686 0.6703 -0.035 -0.020 0.093 1.06
C 4.1245 2.5441 -2.1263 0.019 -0.020 0.021 0.99
H 5.5489 4.1401 -2.2139 0.002 0.000 0.001 0.32
H -1.3103 -0.8238 -5.3093 0.002 0.003 -0.002 0.50
H -1.7906 1.8126 2.1036 0.005 -0.020 0.008 0.25
H -0.0435 0.3737 7.0418 0.000 0.002 0.001 0.40
H -4.1919 1.6521 -0.8319 0.007 0.007 0.008 0.47
C -1.3154 -0.3760 -4.3302 0.016 -0.026 -0.007 -0.13
H 4.2163 -0.0239 0.1023 -0.012 -0.006 -0.005 0.49
H 5.8192 2.8727 -3.4023 0.003 0.001 0.004 0.38
C -0.2650 -1.6607 3.7746 -0.005 0.053 0.063 0.29
C 1.4096 -2.6572 -1.0766 0.041 -0.038 0.033 -0.49
C 0.2113 -3.4804 -1.5443 -0.138 0.065 -0.064 0.37
H -0.7287 -3.3412 5.0437 0.004 -0.002 0.003 0.40
I -1.2442 2.6206 -5.1093 0.003 0.053 -0.033 0.14
C 0.0591 -0.3038 3.7281 -0.049 0.038 -0.102 0.10
C -3.3948 -1.6566 -0.5991 -0.113 -0.075 0.037 -0.56
S 1.4159 -0.2513 0.1667 -0.025 0.048 -0.127 1.64
C -0.4940 -2.2849 5.0019 -0.010 -0.036 -0.005 -0.75
W -1.2082 -1.2646 -0.1111 0.580 -0.027 -0.202 0.78
C 0.1386 0.4211 4.9050 -0.003 -0.020 0.041 -0.90
C -2.4164 1.9628 1.2266 -0.016 0.013 0.011 -1.48
```
Forces are in eV/Å.


Question: What is the max |F| in the second record?
Answer: 0.01195 Eh/bohr


Question: Among the records above, which one has the highest max |F|?
Answer: C25H25FIN5O2RuS


Question: Look up the max |F| of the first one.
Answer: 0.01814 Eh/bohr


Question: Among the records above, which one has the highest total charge?
Answer: C25H25FIN5O2RuS